This record from OMol25 describes a molecular structure, C32H43Ge2NOS4Ti at a distorted geometry. The level of theory is the ωB97M-V functional and the def2-TZVPD basis.

Geometry as ORCA input:
```
! RIJCOSX wB97M-V def2-TZVPD def2/J DEFGRID3
* xyz -2 1
Ti 0.921 0.870 1.242
S 0.200 0.789 3.680
S 1.729 -0.402 4.360
S 3.501 0.708 4.052
S 3.144 1.778 2.320
C 1.073 2.421 -3.698
C 1.702 1.974 -2.383
Ge 0.763 0.532 -1.351
C 1.318 -1.182 -2.225
C 0.865 -1.416 -3.661
C -1.130 0.667 -1.907
C -2.166 0.577 -1.053
Ge -1.646 0.455 0.906
C -2.259 -1.305 1.641
C -3.710 -1.755 1.763
C -2.552 1.951 1.898
C -4.048 2.247 1.937
C -3.571 0.578 -1.593
C -3.880 0.651 -2.959
C -5.185 0.648 -3.414
C -6.245 0.569 -2.516
C -5.965 0.497 -1.161
C -4.650 0.502 -0.718
H 1.583 3.290 -4.128
H 0.029 2.701 -3.555
H 1.087 1.632 -4.453
H 1.761 2.827 -1.705
H 2.736 1.648 -2.544
H 0.930 -1.979 -1.585
H 2.410 -1.257 -2.163
H -0.221 -1.370 -3.745
H 1.177 -2.395 -4.041
H 1.272 -0.665 -4.342
H -1.334 0.748 -2.974
H -1.802 -1.294 2.638
H -1.701 -2.055 1.071
H -4.320 -1.030 2.307
H -3.789 -2.703 2.306
H -4.177 -1.910 0.792
H -2.028 2.839 1.534
H -2.194 1.811 2.925
H -4.440 2.516 0.955
H -4.265 3.086 2.608
H -4.633 1.399 2.297
H -3.083 0.709 -3.686
H -5.379 0.705 -4.479
H -7.269 0.566 -2.871
H -6.769 0.438 -0.437
H -4.453 0.450 0.338
C 0.632 4.509 2.249
C 0.871 4.019 0.827
C -0.062 4.693 -0.180
O 0.687 2.649 0.782
H 0.784 5.591 2.311
H 1.310 4.003 2.938
H -0.393 4.281 2.549
H 1.917 4.245 0.547
H -1.101 4.582 0.137
H 0.037 4.233 -1.163
H 0.161 5.761 -0.266
N 1.637 -0.880 1.159
C 2.376 -1.884 1.006
C 1.823 -3.279 1.177
C 0.782 -3.455 2.088
C 0.190 -4.697 2.238
C 0.627 -5.775 1.475
C 1.659 -5.603 0.561
C 2.259 -4.360 0.418
C 3.829 -1.749 0.679
C 4.252 -0.680 -0.103
C 5.596 -0.509 -0.387
C 6.535 -1.393 0.126
C 6.122 -2.453 0.925
C 4.776 -2.632 1.195
H 0.450 -2.593 2.655
H -0.621 -4.818 2.946
H 0.157 -6.745 1.585
H 1.995 -6.435 -0.046
H 3.061 -4.224 -0.298
H 3.512 0.035 -0.460
H 5.911 0.335 -0.988
H 7.589 -1.249 -0.081
H 6.851 -3.134 1.349
H 4.453 -3.451 1.826
*
```

Its strongest force on any atom is 1.25 eV/Å. The calculation puts the molar mass at 779.1 g mol⁻¹. For the frontier orbital gap, the calculation gives 5.356 eV. The total energy comes out at -7971.330825 Ha.